(1)
Formula: C44H55BClKN11OS4
Source: the OMol25 dataset
Level of theory: ωB97M-V with the def2-TZVPD basis set

CARTESIAN COORDINATES (ANGSTROEM)
1 K -1.41664 1.22697 -0.55182
2 C -4.34416 1.22391 1.61408
3 C -4.08871 0.31128 0.45448
4 C -4.75340 0.56212 -0.74740
5 C -4.70288 -0.44286 -1.72341
6 N -3.87898 -1.45590 -1.65275
7 N -3.04477 -1.56776 -0.60733
8 B -1.64237 -2.19537 -0.74744
9 N -1.51371 -3.32968 0.32465
10 N -2.54677 -4.20440 0.31792
11 C -2.47279 -5.31882 1.00307
12 C -1.33435 -5.69569 1.71720
13 C -0.29036 -4.75792 1.81155
14 C 0.91525 -4.99902 2.66179
15 C -0.43925 -3.56298 1.14056
16 S 0.71232 -2.28974 1.46319
17 C -3.73059 -6.17077 0.94451
18 C -3.73653 -7.27251 2.00729
19 C -4.94830 -5.26726 1.15287
20 C -3.79642 -6.79325 -0.45380
21 N -1.32035 -2.70408 -2.14288
22 N -2.25722 -3.23430 -2.98708
23 C -1.96225 -3.42064 -4.24683
24 C -0.70334 -3.12902 -4.78819
25 C 0.33531 -2.83558 -3.88650
26 C 1.75369 -2.73534 -4.35530
27 C 0.00041 -2.64840 -2.57021
28 S 1.30951 -2.56896 -1.40898
29 C -3.01776 -4.04531 -5.15076
30 C -4.34626 -4.21075 -4.41838
31 C -3.24346 -3.17453 -6.39573
32 C -2.51506 -5.43079 -5.58008
33 C -3.28625 -0.81443 0.52808
34 S -2.70902 -1.38611 2.07342
35 C -5.66836 -0.50055 -2.89396
36 C -6.46342 -1.80688 -2.74584
37 C -4.84950 -0.49845 -4.18617
38 C -6.64733 0.67362 -2.92184
39 H -5.41137 1.22400 1.84232
40 H -3.79641 0.91553 2.49993
41 H -4.04655 2.23947 1.35029
42 H -5.35616 1.45042 -0.84698
43 H -1.25427 -6.63833 2.23109
44 H 0.94086 -6.02697 3.01643
45 H 1.82114 -4.79528 2.09153
46 H 0.90296 -4.32340 3.51663
47 H -3.59967 -6.84696 2.99989
48 H -4.69080 -7.79824 1.98837
49 H -2.94975 -8.00170 1.82421
50 H -4.93722 -4.84235 2.15304
51 H -4.91324 -4.44855 0.44178
52 H -5.87058 -5.83291 1.02216
53 H -2.92488 -7.42104 -0.62780
54 H -4.68983 -7.40627 -0.57044
55 H -3.80443 -5.99853 -1.19423
56 H -0.49018 -3.19548 -5.84153
57 H 1.79612 -2.81688 -5.44021
58 H 2.17662 -1.78177 -4.04351
59 H 2.36659 -3.52580 -3.92188
60 H -4.82794 -3.24726 -4.32424
61 H -5.00460 -4.88159 -4.97030
62 H -4.17195 -4.60345 -3.42218
63 H -3.48207 -2.15455 -6.10681
64 H -2.36702 -3.14921 -7.03902
65 H -4.07541 -3.57350 -6.97579
66 H -2.41308 -6.06973 -4.70604
67 H -3.22095 -5.89498 -6.26938
68 H -1.54741 -5.36104 -6.07210
69 H -5.77383 -2.62595 -2.56736
70 H -7.13957 -1.73326 -1.89486
71 H -7.05438 -2.00817 -3.63934
72 H -4.05372 -1.23080 -4.09943
73 H -5.48255 -0.72454 -5.04479
74 H -4.39728 0.48058 -4.33219
75 H -7.24783 0.70372 -2.01459
76 H -6.11810 1.61771 -3.02859
77 H -7.32360 0.55937 -3.76926
78 Cl -2.16889 3.49204 -1.73759
79 S -1.08302 -0.03057 4.05573
80 C -1.59423 -0.06826 2.50423
81 C 1.50072 -0.18596 -0.09713
82 C 0.58170 -1.38494 -0.15980
83 O -0.68389 -1.08185 -0.46352
84 H 1.60033 0.24130 -1.09317
85 H 2.48177 -0.48739 0.26299
86 H 1.08997 0.56731 0.57055
87 N 0.00594 2.87814 -4.04815
88 C -0.45440 1.87470 -4.84618
89 C -0.25699 0.72456 -4.14365
90 N 0.30207 1.01030 -2.93738
91 C 0.43028 2.30903 -2.90712
92 H -0.11574 3.86462 -4.19130
93 H -0.85389 2.05053 -5.82330
94 H -0.46921 -0.28559 -4.42759
95 H 0.82866 2.87878 -2.09350
96 C -0.25958 4.75421 2.01210
97 C -0.12360 3.38693 1.80782
98 N 0.76854 2.87986 0.96381
99 C 1.57065 3.69841 0.32062
100 C 1.54773 5.10104 0.45034
101 C 0.56416 5.61261 1.32036
102 C 2.36227 5.99193 -0.31562
103 C 3.55717 5.78233 -0.95468
104 C 4.53115 4.76402 -0.79773
105 C 4.65076 3.90153 0.32082
106 C 5.72026 3.05031 0.36126
107 N 6.64424 2.97992 -0.61583
108 C 6.45116 3.82975 -1.61652
109 N 5.49493 4.70837 -1.76363
110 H -1.00870 5.13386 2.69362
111 H -0.73420 2.67330 2.34132
112 H 2.27360 3.22551 -0.35531
113 H 0.47423 6.68509 1.44748
114 H 1.91667 6.97383 -0.45663
115 H 3.85862 6.53699 -1.67377
116 H 3.94357 3.94766 1.13101
117 H 5.88718 2.38272 1.20088
118 H 7.19425 3.79571 -2.41497

<S²>: 0.7781
Charge: -2
2S+1: 2

Löwdin population analysis, charges in e, atoms 1 to 99: 0.481 -0.041 -0.294 0.045 -0.212 0.180 0.079 -0.792 0.033 0.171 -0.239 0.042 -0.258 -0.076 -0.480 1.035 -0.547 -0.069 -0.048 -0.044 0.074 0.154 -0.263 -0.019 -0.314 -0.080 -0.444 1.055 -0.537 -0.056 -0.045 -0.053 -0.493 0.856 -0.530 -0.046 -0.042 -0.062 0.088 0.036 0.098 0.119 0.097 0.074 0.072 0.084 0.086 0.079 0.074 0.086 0.072 0.079 0.083 0.079 0.070 0.094 0.072 0.076 0.069 0.043 0.083 0.068 0.069 0.071 0.081 0.086 0.075 0.072 0.059 0.083 0.083 0.054 0.085 0.094 0.080 0.088 0.082 -0.394 0.357 -1.093 -0.125 -0.959 -0.161 0.063 0.083 0.055 0.046 -0.117 -0.151 0.039 -0.293 0.141 0.094 0.080 0.096 -0.081 -0.182 0.042 -0.143

---

(2)
Formula: C20H18F6N5O7PRu
Source: the OMol25 dataset
Level of theory: ωB97M-V with the def2-TZVPD basis set

CARTESIAN COORDINATES (ANGSTROEM)
1 Ru 0.32484 -0.51933 0.49796
2 O 4.48756 -1.90016 0.95597
3 C 3.30950 -1.36432 0.99947
4 O 2.62470 -1.08770 0.00815
5 C 2.79914 -1.06226 2.35858
6 C 3.42229 -1.36687 3.55309
7 C 2.77179 -1.01522 4.73893
8 C 1.54451 -0.37067 4.68902
9 C 0.99845 -0.10414 3.44209
10 N 1.62095 -0.44007 2.32672
11 C -0.32627 0.56128 3.18863
12 O -1.01254 1.09431 3.99931
13 O -0.63399 0.51204 1.86951
14 H 4.78825 -2.08363 0.04770
15 H 4.38224 -1.86476 3.55917
16 H 3.22454 -1.24972 5.69326
17 H 1.00223 -0.08314 5.58033
18 O -2.30763 3.37336 1.81134
19 C -1.96979 4.67485 1.46962
20 N -2.35121 4.85551 0.04097
21 C -1.68943 4.33427 -0.93823
22 O -2.01657 4.46857 -2.17088
23 C -0.45570 3.49769 -0.86396
24 C 0.70622 3.90937 -1.52393
25 C 1.79874 3.05789 -1.51253
26 C 1.67346 1.81762 -0.91746
27 N 0.53729 1.41978 -0.31031
28 C -0.52013 2.24167 -0.27273
29 H -2.68832 3.31009 2.69830
30 H -0.89421 4.85114 1.53816
31 H -2.49954 5.44141 2.03182
32 H -3.21632 5.34934 -0.16905
33 H 0.75924 4.87213 -2.01827
34 H 2.73244 3.33919 -1.97891
35 H 2.48514 1.10199 -0.93123
36 H -1.38666 1.91915 0.29256
37 F 0.23433 -2.29967 1.05943
38 P -2.02474 -2.86828 1.46210
39 F -3.52048 -3.06409 1.65327
40 F -1.65387 -2.10111 2.78288
41 F -1.84209 -3.43300 0.00505
42 F -1.38471 -4.15420 2.03825
43 F -2.05623 -1.39252 0.75201
44 N -1.22610 -4.13583 -5.45732
45 C -1.32333 -2.82413 -5.18823
46 O -1.68184 -1.95820 -5.95235
47 C -0.89614 -2.36517 -3.80229
48 C 0.17066 -2.90130 -3.09263
49 C 0.54802 -2.31492 -1.90179
50 N -0.09389 -1.23994 -1.41412
51 C -1.14970 -0.73159 -2.08705
52 C -1.56342 -1.25510 -3.28246
53 H -1.51972 -4.45226 -6.37012
54 H -1.08395 -4.83005 -4.74489
55 H 0.72885 -3.75182 -3.45947
56 H 1.36800 -2.70336 -1.31654
57 H -1.67160 0.10089 -1.63385
58 H -2.38325 -0.81502 -3.83309

<S²>: 8.7749
Charge: +3
2S+1: 6

Just the Löwdin charges please, in e? Sure, here they are: 1.830 0.237 -0.418 -0.007 -0.154 0.087 0.055 0.090 -0.145 0.056 -0.479 0.204 -0.212 0.181 0.148 0.144 0.152 -0.002 -0.155 0.209 -0.292 0.367 -0.077 0.086 0.040 -0.032 -0.057 -0.032 0.133 0.147 0.159 0.205 0.158 0.146 0.121 0.120 -0.375 0.322 0.029 -0.069 -0.074 -0.027 -0.191 0.213 -0.491 0.118 -0.058 0.051 -0.084 -0.106 -0.094 0.054 0.141 0.118 0.139 0.114 0.111 0.145

---

(3)
Formula: C18H20ClGaNP
Source: the OMol25 dataset
Level of theory: ωB97M-V with the def2-TZVPD basis set

CARTESIAN COORDINATES (ANGSTROEM)
1 Ga 2.02756 0.59547 1.87816
2 Cl 3.51489 -0.11711 3.26057
3 P 0.50099 -0.43918 0.47052
4 C 0.75563 0.56513 -1.01859
5 C -0.19044 1.46754 -1.53780
6 C 0.13508 2.22297 -2.66314
7 C 1.37819 2.07021 -3.28809
8 C 2.33291 1.21395 -2.73458
9 C 2.02333 0.43826 -1.62021
10 C 0.25944 -2.14475 -0.14369
11 C 0.10925 -3.17915 0.79886
12 C 0.01201 -4.50908 0.38796
13 C 0.06105 -4.83928 -0.97013
14 C 0.11059 -3.81575 -1.91201
15 C 0.21209 -2.47471 -1.50775
16 C -1.17674 -0.00024 1.01637
17 C -1.27892 0.56621 2.28860
18 C -2.52171 0.95350 2.77095
19 C -3.67212 0.71210 2.02385
20 C -3.58478 0.12936 0.75608
21 C -2.33069 -0.24640 0.25071
22 H 0.12151 -2.90946 1.85539
23 H -0.07663 -5.30280 1.13191
24 H 0.06414 -5.88680 -1.28692
25 H 0.11165 -4.05367 -2.97829
26 H 0.32072 -1.69955 -2.27015
27 H -1.15887 1.61838 -1.05830
28 H -0.59062 2.95691 -3.03300
29 H 1.60529 2.63282 -4.19043
30 H 3.33445 1.13518 -3.15176
31 H 2.77025 -0.24883 -1.20126
32 H -0.39815 0.70556 2.92987
33 H -2.54705 1.42373 3.75719
34 H -4.64880 0.96045 2.44078
35 H -4.48879 -0.04102 0.17424
36 H -2.27376 -0.72889 -0.73513
37 H -0.66295 4.42518 -0.67862
38 H -1.12209 4.30104 -0.09508
39 N 2.63797 2.63916 2.40243
40 H 3.64333 2.72584 2.16914
41 H 2.55537 2.80285 3.41029
42 H 2.12540 3.37486 1.90104

Charge: +2

Just the Löwdin charges please, in e? Sure, here they are: 0.468 0.271 1.010 -0.408 -0.078 -0.053 -0.024 -0.046 -0.121 -0.334 -0.074 -0.039 -0.027 -0.036 -0.057 -0.368 -0.122 -0.048 -0.026 -0.021 -0.059 0.114 0.126 0.131 0.127 0.114 0.099 0.124 0.127 0.124 0.117 0.071 0.127 0.129 0.128 0.131 0.024 0.032 0.055 0.099 0.093 0.098

---

| no. | molecular weight (g/mol) | largest force on an atom (eV/A) | energy (hartree) |
| --- | --- | --- | --- |
| 1 | 967.63 | 1.8 | -5064.969240 |
| 2 | 686.42 | 0.6 | -2607.988096 |
| 3 | 386.51 | 4.2 | -3478.418710 |